# C46H120N6O22

11 unconnected molecules or ions with the total composition C46H120N6O22 in a non-equilibrium geometry (ωB97M-V/def2-TZVPD, the OMol25 dataset).

Its electronic energy is -3807.82861 a.u.

Structure (XYZ):
```
194
Properties=species:S:1:pos:R:3:mulliken_charge:R:1
O -11.33 -2.32 8.03 -0.5090
H 7.70 12.72 1.24 0.3903
H 1.97 3.68 -0.06 0.2458
H 4.73 9.69 -8.31 0.2656
H -6.52 -11.31 7.31 0.3015
C 0.24 -16.59 -7.32 -0.7541
C -1.75 -2.51 1.01 -0.6571
H -6.25 -8.90 7.89 0.3072
O 0.88 -15.32 -7.42 -0.3163
O 3.09 0.10 -6.83 -0.3386
H -4.60 3.69 10.77 0.4226
H 1.94 9.08 2.60 0.2973
H 2.65 -12.63 -4.59 0.4311
C -5.12 3.20 9.95 -0.6626
O 6.04 8.69 -10.66 -0.5290
H -3.51 1.54 -6.84 0.2500
H -1.21 -2.96 0.17 0.3246
H 4.40 10.91 2.10 0.2191
H -0.80 -10.06 -7.37 0.2447
H 3.53 2.15 -6.94 0.3820
H -2.36 -3.37 1.30 0.4312
H -0.73 -16.45 -7.79 0.2484
H -6.08 -10.31 0.39 0.3257
H 7.16 1.46 4.22 0.4161
H 7.37 -1.36 2.05 0.2266
H -10.21 -3.63 8.98 0.2379
O -9.15 -3.37 6.53 -0.5327
H -2.10 -2.33 3.63 0.3150
H -6.64 5.37 4.76 0.4564
H -3.43 10.09 -4.75 0.3200
H -4.78 4.70 6.27 0.3189
H -4.17 -9.86 -0.83 0.2597
C 0.18 -10.14 -6.91 -0.7100
C -4.43 1.04 10.76 -0.7230
C -4.37 10.20 -4.21 -0.4736
O 6.30 11.78 0.12 -0.3436
C 1.88 -12.37 -5.32 -0.6161
O -0.78 -2.05 1.99 -0.3523
H 7.15 -1.01 4.97 0.4296
H 7.18 13.30 -1.12 0.2918
C -5.55 -10.84 7.41 -0.4919
O -5.32 10.98 -5.05 -0.5067
H -7.41 1.85 4.08 0.2375
C 9.17 2.47 2.77 -0.7935
C 1.75 10.15 2.74 -0.6051
C -5.74 5.03 6.68 -0.6263
H 3.12 -13.84 -8.09 0.3747
H -3.68 -12.13 -1.35 0.2233
C 3.46 10.43 4.60 -0.5833
C 4.38 8.75 -8.74 -0.4249
H 9.08 -2.22 4.29 0.2769
H 2.78 2.00 -9.44 0.3041
H 5.11 11.89 4.82 0.4373
H -5.59 6.07 6.95 0.4402
H 3.99 9.49 4.42 0.3491
O 8.34 -4.47 3.07 -0.3331
H -6.16 3.32 7.40 0.2868
H 0.86 -10.57 -7.64 0.3061
H -3.77 0.22 10.45 0.2421
H -5.08 -10.10 -2.20 0.3375
H 3.49 10.59 5.67 0.3140
C 5.89 12.40 2.40 -0.4999
H -5.25 -12.65 -1.66 0.3372
H 3.82 -13.84 -6.50 0.4060
H 10.12 2.99 2.72 0.2713
H -0.53 -1.50 3.88 0.2464
C 2.09 -15.17 -6.66 -0.3575
H 1.32 3.07 -1.64 0.2722
H -3.44 -1.84 -0.16 0.4714
H -6.15 3.06 10.26 0.3602
O -6.18 -10.06 -0.53 -0.5232
H 1.34 -12.65 -7.27 0.3230
C -7.53 2.92 4.22 -0.7178
C -2.65 -1.37 0.43 -0.5785
H -1.65 1.08 1.01 0.1398
H 1.40 -10.78 -3.95 0.3788
C -0.43 1.50 -0.68 -0.6130
H -1.18 2.21 -1.05 0.3765
H 2.19 -10.16 -5.34 0.3351
C 7.86 0.77 3.76 -0.4360
H 2.74 -16.01 -6.90 0.4274
H 2.84 7.68 -8.66 0.3095
C -9.04 -2.48 7.63 -0.4597
H -2.91 12.16 -3.74 0.3217
H -3.30 10.31 -2.37 0.2682
O 9.16 1.39 3.72 -0.3124
C 8.06 -0.55 4.58 -0.8180
H 3.34 -0.76 -5.05 0.2371
H 4.95 7.89 -8.39 0.2872
O -4.61 -11.44 6.62 -0.5210
H 7.28 -5.76 1.82 0.3066
C -5.03 -10.44 -1.17 -0.4186
C -1.37 -1.65 3.20 -0.6580
H -3.16 -0.85 1.25 0.2878
H -4.85 5.19 9.23 0.3912
H 0.78 -17.33 -7.92 0.2927
H -1.84 -0.68 3.05 0.2346
H -4.79 -11.27 5.69 0.3255
C -4.05 10.93 -2.86 -0.3218
H 5.59 13.72 -0.40 0.2781
C -0.15 2.15 -8.53 -0.4534
H -9.77 -3.00 5.90 0.3126
H -4.96 10.98 -2.26 0.2835
H 1.14 1.81 -7.04 0.3074
C 6.20 12.93 -0.84 -0.7183
O 0.17 -10.77 -5.62 -0.3375
H 6.50 12.76 3.23 0.3312
H 4.23 1.21 -8.25 0.4624
H 9.00 -5.90 1.58 0.2909
H 6.40 9.50 -11.02 0.3253
H -5.51 -13.01 0.23 0.3295
H 7.43 11.04 1.62 0.3261
H -10.06 -2.04 9.57 0.3554
C -6.76 4.70 5.61 -0.6780
N 2.20 -12.62 -6.74 -0.3063
H 0.43 -9.10 -6.73 0.2859
H -1.01 3.72 -7.08 0.3224
H 0.71 10.33 2.48 0.2599
O -1.51 1.87 -6.64 -0.3181
H -2.05 2.91 -8.26 0.4090
H 1.83 0.56 -8.98 0.3011
H -0.24 -0.08 0.70 0.2581
C -4.97 4.21 8.78 -0.6308
C -4.71 -11.95 -1.02 -0.3606
H 6.76 -2.40 3.42 0.3213
H -4.61 -9.05 7.16 0.2618
H 0.09 1.04 -1.51 0.4322
C 1.45 -10.90 -5.04 -0.6400
O -4.89 -12.28 0.30 -0.5105
H 8.21 -6.60 3.03 0.2744
C 8.24 -5.75 2.34 -0.7348
H 5.23 13.15 1.97 0.3042
H -0.29 1.07 -8.61 0.3899
C 3.36 1.32 -7.61 -0.7301
C 6.92 11.97 1.34 -0.6411
C 8.21 -3.36 2.12 -0.6559
H 4.24 7.99 -10.79 0.2002
H 3.78 0.97 -5.06 0.2946
C 2.87 -13.89 -7.03 -1.0094
H 3.75 12.52 3.87 0.3175
H -0.16 2.71 -9.46 0.2968
H 1.08 -13.08 -5.13 0.3387
H -7.77 4.85 5.99 0.3751
H 7.51 -3.65 1.35 0.4346
C 4.71 8.85 -10.32 -0.2598
H 0.44 4.25 -0.79 0.2812
C 4.34 11.63 4.09 -0.5222
O 2.97 8.60 -8.43 -0.4909
H 4.84 -0.34 -5.76 0.2810
H -8.51 3.13 4.64 0.3088
H -2.58 0.33 -6.00 0.2091
N 8.61 -1.57 3.68 -0.3789
H 5.59 12.74 -1.72 0.2800
H 4.34 9.76 -10.80 0.3166
O -6.25 -9.02 5.85 -0.5009
H -5.02 11.88 -5.19 0.3091
H -2.35 0.51 -7.82 0.3257
H -4.01 3.89 8.36 0.3224
H 8.83 2.23 1.76 0.3116
H -6.54 -8.11 5.79 0.3104
O 0.41 2.32 0.11 -0.3143
H -5.33 -11.01 8.46 0.3339
O -3.58 12.17 -3.05 -0.5017
C 7.60 -2.14 2.78 -0.4274
O 2.09 10.46 4.12 -0.3484
O -4.53 1.99 9.64 -0.2819
H 1.94 -15.22 -5.59 0.3415
H -5.41 0.72 11.11 0.2840
N -1.88 -0.49 -0.43 -0.3379
H 8.72 -0.33 5.42 0.4069
H -7.44 3.38 3.23 0.2805
H -11.94 -2.29 8.77 0.3029
H 7.41 0.56 2.79 0.2743
N -6.09 4.22 7.85 -0.4132
H 8.47 3.24 3.08 0.3171
H 9.20 -3.18 1.68 0.3317
H -3.97 1.55 11.60 0.3102
C 3.83 0.03 -5.62 -0.6726
O -6.53 3.35 5.14 -0.3038
H -8.11 -2.76 8.13 0.2839
H 2.41 10.62 2.02 0.1879
C -2.57 0.99 -6.87 -0.6611
C -1.07 0.50 0.29 -0.3332
H 0.16 -17.02 -6.32 0.3130
H -4.86 9.26 -3.98 0.3013
C 1.09 3.38 -0.63 -0.7120
H -8.98 -1.51 7.14 0.2961
C 2.15 1.55 -8.67 -0.5064
N 5.02 11.27 2.81 -0.3217
C -1.17 2.79 -7.63 -0.6777
C -5.66 -9.31 7.07 -0.3265
N 1.13 2.30 -7.92 -0.4156
C -10.12 -2.60 8.64 -0.2875
H -2.46 -0.05 -1.13 0.2411
```